No. 1
Computed, not measured: 2 unconnected molecules or ions with the total composition C2F5NO in a non-equilibrium geometry, with the ωB97M-V functional and the def2-TZVPD basis.

```
9
Properties=species:S:1:pos:R:3:nbo_charge:R:1
C -0.052 -0.182 -2.785 1.127
C 0.065 0.058 1.208 0.379
N 0.305 0.166 2.426 0.259
O -0.157 0.360 -3.804 -0.532
F -0.794 -1.226 -2.366 -0.319
F -1.230 0.132 0.825 -0.308
F 0.838 0.033 -1.905 -0.277
F 1.544 0.144 2.860 -0.121
F -0.518 0.514 3.541 -0.207
```

## Properties
Total charge: 0
ΔE to the lowest compared entry with this formula, charge and spin in kcal/mol: 78.28
Total energy in Ha: -705.31142
E_LUMO in eV: 0.03
Kohn-Sham gap in eV: 10.86
Strongest force on any atom in hartree/bohr: 0.063

No. 2
Computed, not measured: a molecular structure, C2F5NO in a non-equilibrium geometry, with the ωB97M-V functional and the def2-TZVPD basis.

```
9
Properties=species:S:1:pos:R:3:nbo_charge:R:1
C -0.023 -1.514 2.056 1.132
C -0.077 0.284 -1.070 0.504
N 0.204 1.370 -1.553 0.216
O -0.503 -2.355 2.683 -0.509
F 1.206 -1.114 1.973 -0.280
F -1.112 -0.391 -1.396 -0.256
F -0.712 -0.794 1.118 -0.340
F 1.331 2.003 -1.210 -0.132
F -0.315 2.511 -2.601 -0.335
```

## Properties
Total charge: 0
ΔE to the lowest compared entry with this formula, charge and spin in kcal/mol: 94.06
Total energy in Ha: -705.28628
E_LUMO (spin up / spin down) in eV: -1.36 / -1.36
Kohn-Sham gap (spin up / spin down) in eV: 9.59 / 9.60
Strongest force on any atom in hartree/bohr: 0.076

No. 3
Computed, not measured: a molecular structure, C2F6IrNO3S2 in a non-equilibrium geometry, with the ωB97M-V functional and the def2-TZVPD basis.

```
15
Properties=species:S:1:pos:R:3:lowdin_spin:R:1
N -0.042 0.644 0.206 0.323
S -1.337 0.422 -0.812 0.091
O -2.181 1.639 -0.422 0.374
C -2.160 -0.932 0.196 0.019
F -2.579 -0.469 1.356 0.008
F -1.294 -1.909 0.387 0.005
F -3.193 -1.377 -0.501 0.005
S 1.446 0.637 -0.431 0.053
O 2.185 1.690 0.263 0.062
O 1.469 0.528 -1.885 0.030
C 2.172 -0.963 0.198 0.006
F 1.932 -1.091 1.490 0.002
F 1.645 -1.983 -0.453 0.001
F 3.477 -0.928 -0.008 0.004
Ir -0.801 2.526 1.004 4.017
```

## Properties
⟨S²⟩: 8.759
Total charge: +1
ΔE to the lowest compared entry with this formula, charge and spin in kcal/mol: 0.00
Total energy in Ha: -1856.01305
E_LUMO (spin up / spin down) in eV: -4.66 / -9.43
Kohn-Sham gap (spin up / spin down) in eV: 9.68 / 6.74
2S+1: 6
Strongest force on any atom in hartree/bohr: 0.092

No. 4
Computed, not measured: a molecular structure, C2F6NO4PtS2Te4 in a non-equilibrium geometry, with the ωB97M-V functional and the def2-TZVPD basis.

```
20
Properties=species:S:1:pos:R:3:nbo_charge:R:1
Pt 0.119 1.776 0.792 0.014
F 3.285 -0.364 -1.204 -0.311
C 2.010 -0.732 -1.333 0.716
F 1.898 -1.464 -2.440 -0.313
F 1.265 0.371 -1.488 -0.325
S 1.317 -1.592 0.170 2.297
O 1.336 -0.551 1.150 -0.993
O 2.125 -2.728 0.456 -0.918
N -0.065 -1.970 -0.419 -1.258
S -1.503 -1.503 -0.089 2.302
O -2.457 -2.535 -0.315 -0.916
O -1.640 -0.790 1.141 -0.987
C -1.866 -0.278 -1.462 0.721
F -3.179 -0.198 -1.678 -0.315
F -1.431 0.963 -1.249 -0.312
F -1.294 -0.727 -2.581 -0.317
Te -0.307 0.374 2.766 0.304
Te -0.176 2.540 4.294 -0.034
Te 0.226 4.901 3.094 -0.010
Te 0.338 4.506 0.392 -0.346
```

## Properties
Total charge: -1
Total energy in Ha: -3018.90705
E_LUMO (spin up / spin down) in eV: 1.16 / 0.43
Kohn-Sham gap (spin up / spin down) in eV: 5.34 / 4.61
Strongest force on any atom in hartree/bohr: 0.053

No. 5
Computed, not measured: a molecular structure, C2FLi2O2Rb in a non-equilibrium geometry, with the ωB97M-V functional and the def2-TZVPD basis.

```
8
Properties=species:S:1:pos:R:3:nbo_charge:R:1
C 2.681 -2.720 -0.172 0.111
O 3.848 -3.244 -0.075 -0.913
Li 2.309 -0.329 -1.249 0.938
Li 4.767 -1.601 -0.308 0.956
F 3.973 -0.021 -0.432 -0.963
C 1.582 -2.166 -0.216 -0.042
O 0.723 -1.161 -0.192 -0.977
Rb -0.542 1.828 2.050 0.890
```

## Properties
Total charge: 0
ΔE to the lowest compared entry with this formula, charge and spin in kcal/mol: 0.00
Total energy in Ha: -365.70318
E_LUMO (spin up / spin down) in eV: -1.61 / -1.61
Kohn-Sham gap (spin up / spin down) in eV: 2.68 / 2.68
Strongest force on any atom in hartree/bohr: 0.030

No. 6
Computed, not measured: a molecular structure, C2FLi3O2 in a non-equilibrium geometry, with the ωB97M-V functional and the def2-TZVPD basis.

```
8
Properties=species:S:1:pos:R:3:nbo_charge:R:1
C 1.547 -1.388 0.033 0.178
O 2.680 -1.848 -0.331 -0.900
Li -0.252 1.479 -1.152 0.957
Li 3.497 -0.134 -0.501 0.961
F 2.561 1.349 -0.236 -0.968
C 0.466 -0.891 0.362 -0.100
O -0.357 0.146 0.521 -1.073
Li 1.177 1.180 1.404 0.945
```

## Properties
Total charge: 0
ΔE to the lowest compared entry with this formula, charge and spin in kcal/mol: 1.19
Total energy in Ha: -349.19329
E_LUMO in eV: -1.16
Kohn-Sham gap in eV: 4.45
Strongest force on any atom in hartree/bohr: 0.045